1.
Entry from the Open Molecules 2025 dataset: a structure of composition C33H30I2N2P2PdS at a distorted geometry (the ωB97M-V functional and the def2-TZVPD basis).

Calculated values
- Total charge: +2
- HOMO-LUMO gap: 0.259 Ha
- LUMO level: -6.711 eV
- F_max: 1.40 eV/Å

```
71
C33H30I2N2P2PdS, DFT the ωB97M-V functional and the def2-TZVPD basis
Pd 1.06867 -0.59111 0.45438
I 2.72958 -2.82239 -0.08681
C 3.83843 -2.61377 1.71785
I 2.62167 -1.88675 3.28746
H 4.63528 -1.90242 1.53587
H 4.22590 -3.58794 1.99279
N 2.73062 1.77421 2.04764
C 2.91904 1.76758 0.71726
N 2.39425 0.86440 -0.08124
C 2.74319 1.08979 -1.42288
C 2.35523 0.33203 -2.52038
C 2.78127 0.72924 -3.77734
C 3.57743 1.86122 -3.94908
C 3.96283 2.62426 -2.86047
C 3.53462 2.22218 -1.60517
S 3.85306 2.99000 -0.07134
H 2.43156 0.91232 2.49166
H 3.25793 2.41664 2.61709
H 1.72600 -0.54373 -2.39947
H 2.49115 0.14727 -4.64069
H 3.90015 2.14607 -4.93954
H 4.58072 3.50162 -2.98669
C -1.87806 0.14456 0.23589
P -0.44291 0.94887 0.98544
C -0.26948 2.60170 0.31905
C -0.40348 3.79187 1.02753
C -0.28552 5.00303 0.36130
C -0.03328 5.03410 -1.00252
C 0.08295 3.84605 -1.71630
C -0.03964 2.63566 -1.06019
C -0.58151 0.80771 2.77252
C -0.12880 1.79416 3.64564
C -0.22159 1.60263 5.01660
C -0.76537 0.43161 5.52552
C -1.21266 -0.55742 4.65675
C -1.11666 -0.37452 3.28943
P -1.25248 -1.60683 -0.01837
C -2.68672 -2.62908 0.35782
C -2.52565 -3.79569 1.10026
C -3.62379 -4.60583 1.35227
C -4.87045 -4.24525 0.86582
C -5.02772 -3.07785 0.12549
C -3.93934 -2.26464 -0.13237
C -0.95716 -1.77946 -1.81318
C -1.47754 -0.96230 -2.81429
C -1.19393 -1.22765 -4.14634
C -0.41025 -2.31714 -4.49543
C 0.07982 -3.16006 -3.50690
C -0.19338 -2.88985 -2.17751
H -2.09251 0.62958 -0.71385
H -2.76346 0.24722 0.86766
H -0.64349 3.80027 2.08402
H -0.40359 5.92474 0.91293
H 0.05660 5.98277 -1.51266
H 0.26728 3.86164 -2.78218
H 0.05606 1.71517 -1.62641
H 0.32948 2.70314 3.27489
H 0.12702 2.37643 5.68599
H -0.84288 0.29104 6.59370
H -1.63913 -1.47223 5.04219
H -1.47104 -1.16738 2.63251
H -1.54941 -4.07284 1.47984
H -3.50514 -5.51331 1.92598
H -5.72737 -4.87438 1.06196
H -6.00182 -2.80419 -0.25301
H -4.06986 -1.36413 -0.71988
H -2.11658 -0.11868 -2.59394
H -1.60263 -0.58591 -4.91402
H -0.20082 -2.52263 -5.53602
H 0.65984 -4.03181 -3.77234
H 0.14947 -3.58354 -1.41213
```


2.
Entry from the Open Molecules 2025 dataset: a structure of composition C33H30N4Pd (the ωB97M-V functional and the def2-TZVPD basis).

Calculated values
- Total charge: +2
- HOMO-LUMO gap: 0.236 Ha
- LUMO level: -7.908 eV
- F_max: 0.15 eV/Å

```
68
C33H30N4Pd, DFT the ωB97M-V functional and the def2-TZVPD basis
Pd 0.19392 0.27612 0.18620
C 4.46032 -1.02300 0.06557
C 4.79226 -0.91763 1.40687
C 3.83679 -0.49752 2.31997
C 2.56335 -0.19572 1.86872
N 2.25111 -0.30174 0.56259
C 3.17273 -0.70209 -0.31722
C 1.45678 0.27609 2.71792
C 1.55667 0.42248 4.09958
C 0.49652 0.91782 4.84282
C -0.68706 1.27950 4.22115
C -0.82863 1.14389 2.84184
C 0.23438 0.62717 2.13858
H 5.17900 -1.34960 -0.67168
H 5.79084 -1.16170 1.74380
H 4.08709 -0.40831 3.36633
H 2.86085 -0.76274 -1.35195
H 2.47394 0.14824 4.60239
H 0.59815 1.02269 5.91412
H -1.51506 1.66392 4.80152
H -1.75638 1.42207 2.36497
C -1.54671 5.54584 1.97413
C -2.22729 5.83395 0.66421
C -3.30306 6.71449 0.58353
C -3.92196 6.98776 -0.62700
C -3.48079 6.38395 -1.79690
C -2.41397 5.50252 -1.74462
C -1.80120 5.24240 -0.52490
N -0.71006 4.29858 -0.48859
C -0.90424 2.99198 -0.29802
N -2.15404 2.58121 -0.02921
C -2.61435 1.25595 -0.09013
C -1.73828 0.19302 -0.03699
C -2.15974 -1.12220 -0.09986
C -3.52122 -1.37129 -0.17488
C -4.41376 -0.30664 -0.20847
C -3.99226 1.01699 -0.17220
C -4.96373 2.16291 -0.22597
N 0.10587 2.12973 -0.40081
C 1.42821 2.53388 -0.76275
C 1.86075 2.17326 -2.04191
C 3.15329 2.44986 -2.44112
C 4.01614 3.07968 -1.55075
C 3.57909 3.43946 -0.28536
C 2.27800 3.18313 0.14305
C 1.84194 3.62473 1.51292
H -2.10313 5.98463 2.79931
H -0.53986 5.96772 1.99446
H -1.45572 4.47228 2.15962
H -3.65551 7.19648 1.48664
H -4.75285 7.67962 -0.65769
H -3.95894 6.60257 -2.74152
H -2.04252 5.02205 -2.64150
H 0.23867 4.61357 -0.63064
H -2.85192 3.31558 -0.02442
H -1.45752 -1.95279 -0.06986
H -3.88241 -2.38952 -0.20884
H -5.47502 -0.50934 -0.27317
H -5.98324 1.79705 -0.31590
H -4.77039 2.81232 -1.08445
H -4.91859 2.77545 0.67934
H 1.16144 1.68969 -2.71448
H 3.48599 2.18441 -3.43520
H 5.03277 3.30010 -1.84792
H 4.26116 3.93804 0.39256
H 2.64514 3.47298 2.23351
H 0.95840 3.09712 1.86717
H 1.61255 4.69320 1.51942
```


3.
Entry from the Open Molecules 2025 dataset: the ion C33H30O4P with charge +1 at a distorted geometry (the ωB97M-V functional and the def2-TZVPD basis).

Calculated values
- Total charge: +1
- HOMO-LUMO gap: 0.206 Ha
- LUMO level: -5.517 eV
- F_max: 4.74 eV/Å

```
68
C33H30O4P, DFT the ωB97M-V functional and the def2-TZVPD basis
C -1.93800 4.77097 -4.71198
O -2.63431 3.61045 -4.20720
C -1.95339 2.81135 -3.33511
C -2.47306 1.52358 -3.08665
C -1.70611 0.56660 -2.44239
C -0.50592 0.93975 -1.83246
C 0.48151 0.05657 -1.08105
C 1.58833 -0.54774 -1.90719
C 2.39201 -1.59932 -1.44320
C 3.68216 -1.78882 -1.94970
C 4.15647 -0.99623 -3.00519
C 5.53284 -1.14055 -3.58984
C 3.30836 -0.01579 -3.53737
C 2.01827 0.13579 -3.04965
C -0.04406 2.25157 -1.99618
C -0.72669 3.18579 -2.74535
H -2.64184 5.19934 -5.42867
H -1.71993 5.49351 -3.90711
H -0.99842 4.48845 -5.21842
H -3.46682 1.27033 -3.45396
H -2.05802 -0.47222 -2.47668
H 1.07830 0.76166 -0.48300
H 2.03018 -2.28772 -0.68533
H 4.35494 -2.54090 -1.52044
H 5.75663 -0.27149 -4.22117
H 6.29109 -1.20018 -2.80180
H 5.61290 -2.04576 -4.20722
H 3.64943 0.63469 -4.34789
H 1.32242 0.81129 -3.54643
H 0.93869 2.51478 -1.59554
H -0.28500 4.17387 -2.88441
C -5.22059 -2.84890 0.90730
C -5.17872 -1.90857 -0.13813
C -3.93435 -1.46817 -0.59007
C -2.77224 -1.90147 0.03809
O -1.58491 -1.28068 -0.31827
P -0.15842 -0.73358 0.33581
O 1.47643 -0.89161 1.15247
C 2.18795 -1.12224 2.27188
C 3.56203 -0.76869 2.26157
C 4.36505 -1.04774 3.36156
C 3.81502 -1.66109 4.49407
C 2.45425 -1.98962 4.53008
C 1.63291 -1.71802 3.42592
O -0.70797 0.49886 1.22444
C -1.10962 0.79935 2.52840
C -0.78979 2.08745 2.95089
C -1.26227 2.55993 4.17843
C -2.08044 1.76617 4.97978
C -2.41682 0.48291 4.53566
C -1.93042 -0.01196 3.31600
C -2.79643 -2.88529 1.01988
C -4.03678 -3.35560 1.47210
H -6.19082 -3.18829 1.27443
H -6.08944 -1.50979 -0.60582
H -3.83301 -0.75066 -1.39738
H 3.95589 -0.29544 1.36651
H 5.42453 -0.78549 3.32766
H 4.43691 -1.87917 5.36202
H 2.01714 -2.46379 5.42266
H 0.56160 -1.95923 3.42603
H -0.19213 2.72563 2.31109
H -0.98849 3.55714 4.51601
H -2.46365 2.13925 5.94135
H -3.05970 -0.13913 5.16158
H -2.21948 -1.00012 2.96629
H -1.83716 -3.23510 1.41214
H -4.07900 -4.11083 2.27614
```


4.
Entry from the Open Molecules 2025 dataset: a structure of composition C33H31AsF9N2OS3SbSe4V (the ωB97M-V functional and the def2-TZVPD basis).

Calculated values
- Total charge: -2
- ⟨S²⟩: 3.76
- HOMO-LUMO gap (alpha / beta): 0.183 / 0.186 Ha
- Spin multiplicity: 4
- LUMO level (alpha / beta): 3.608 / 3.608 eV
- F_max: 0.71 eV/Å

```
86
C33H31AsF9N2OS3SbSe4V, DFT the ωB97M-V functional and the def2-TZVPD basis
V -0.26756 -0.08850 -0.48246
C 2.42029 -0.94760 3.35837
C 1.01357 -0.80592 3.95644
S -0.26556 -0.09992 2.86974
C -0.37865 1.55808 3.58883
C 0.90601 2.39691 3.63651
S 1.84611 2.35355 2.08577
C 3.55534 2.48173 2.66749
C 4.27468 1.14861 2.81244
S 3.68528 0.08768 4.16113
H 2.42282 -0.71156 2.29360
H 2.75292 -1.98134 3.45940
H 1.03774 -0.19517 4.86043
H 0.64463 -1.78624 4.26199
H -0.74275 1.44387 4.61340
H -1.16859 2.06132 3.03170
H 1.54881 2.03882 4.44132
H 0.62599 3.42968 3.86190
H 3.59397 3.05530 3.59570
H 4.06504 3.06663 1.89865
H 5.32877 1.32942 3.03731
H 4.22363 0.58671 1.87788
Se 2.81188 -2.99235 -3.51342
Sb 2.18456 -0.77274 -2.82503
Se 2.30503 -0.35093 -0.36344
Se -0.30469 -0.38787 -3.05167
Se 3.45523 1.04318 -3.83432
C 3.23978 -5.69880 0.30597
C 2.41003 -5.89474 -0.78576
C 1.32002 -5.05988 -0.99783
C 1.05749 -4.02670 -0.11282
C 1.90694 -3.81548 0.96790
C 2.99148 -4.65007 1.18293
As -0.50983 -2.87007 -0.25699
C -1.52459 -3.72914 1.17695
C -1.33780 -3.60645 2.54288
C -2.17038 -4.28680 3.42188
C -3.19304 -5.08801 2.92790
C -3.38086 -5.21976 1.55992
C -2.54758 -4.54280 0.67737
C -2.61168 -4.61404 -0.79982
C -3.54750 -5.32430 -1.54435
C -3.46324 -5.32602 -2.92877
C -2.45301 -4.62524 -3.57938
C -1.52555 -3.89385 -2.84884
C -1.61658 -3.89225 -1.46509
H 4.09533 -6.34538 0.46110
H 2.62384 -6.68181 -1.49790
H 0.69617 -5.20291 -1.86942
H 1.74602 -2.96220 1.61785
H 3.65534 -4.46712 2.01968
H -0.54107 -2.98202 2.92851
H -2.02512 -4.18881 4.49110
H -3.84769 -5.61281 3.61363
H -4.17995 -5.84806 1.18387
H -4.34366 -5.86854 -1.04952
H -4.19696 -5.87388 -3.50865
H -2.39593 -4.63619 -4.66059
H -0.75285 -3.31128 -3.33964
F -3.93867 2.10500 1.45644
C -4.14651 1.59052 0.22400
F -3.51075 2.38915 -0.63362
F -5.46380 1.72419 -0.03336
C -3.61154 0.11692 0.14744
O -2.29453 0.07215 0.26900
C -4.10146 -0.49498 -1.21152
F -3.45459 -1.62446 -1.47699
F -3.88322 0.34685 -2.23030
F -5.42711 -0.78147 -1.21620
C -4.27419 -0.69604 1.31992
F -4.15708 -2.01502 1.10934
F -3.67052 -0.42613 2.48084
F -5.59243 -0.44407 1.50143
N 0.36079 6.32688 -0.73459
C 0.19689 4.94110 -0.69101
C -0.70285 4.35273 0.19331
C -0.80035 2.97522 0.21196
N -0.08989 2.17496 -0.58399
C 0.78463 2.73860 -1.42275
C 0.96046 4.10568 -1.49937
H -0.45561 6.84969 -0.46053
H 0.75210 6.66521 -1.59945
H -1.30922 4.95355 0.86041
H -1.47564 2.47026 0.88768
H 1.37287 2.07732 -2.04939
H 1.68875 4.50426 -2.19504
```


5.
Entry from the Open Molecules 2025 dataset: a structure of composition C33H31AuClN2P (the ωB97M-V functional and the def2-TZVPD basis).

Calculated values
- HOMO-LUMO gap: 0.271 Ha
- LUMO level: 0.184 eV
- F_max: 0.39 eV/Å

```
69
C33H31AuClN2P, DFT the ωB97M-V functional and the def2-TZVPD basis
Au -0.71302 -0.81552 1.00364
C 1.57317 -4.90716 -0.43192
C 3.00267 -4.54541 -0.02925
C 3.52215 -3.34829 -0.79479
C 4.50265 -3.54257 -1.75746
C 4.92783 -2.50424 -2.57626
C 4.32600 -1.26681 -2.45547
C 3.32973 -1.03570 -1.51120
C 2.60210 0.27997 -1.52580
C 1.45208 0.22740 -2.53023
C 2.96180 -2.06353 -0.64593
N 1.97710 -1.83858 0.35215
C 2.35069 -2.06975 1.55584
C 1.43962 -2.15972 2.65712
C 1.69801 -2.50028 3.97514
C 0.45463 -2.56108 4.62666
C -0.49741 -2.25142 3.67125
N 0.09045 -2.02282 2.47106
H 1.23926 -5.80473 0.08872
H 1.51582 -5.09044 -1.50610
H 0.88678 -4.09608 -0.18764
H 3.66393 -5.38951 -0.23878
H 3.03933 -4.38957 1.04960
H 4.93482 -4.52978 -1.86911
H 5.70439 -2.66712 -3.31144
H 4.62229 -0.45318 -3.10869
H 3.30204 1.07090 -1.81013
H 2.22125 0.51949 -0.53112
H 1.82789 -0.03569 -3.52075
H 0.94581 1.18674 -2.60425
H 0.72300 -0.53004 -2.23725
H 3.40314 -2.27502 1.78138
H 2.67000 -2.70160 4.39628
H 0.26634 -2.81128 5.65715
H -1.56913 -2.19061 3.77971
Cl -4.00856 -1.43207 0.93061
C -4.49839 0.20776 0.63464
C -5.86394 0.46360 0.68516
C -6.34287 1.72710 0.39747
C -5.46119 2.73935 0.04077
C -4.10782 2.47558 -0.00347
C -3.58989 1.21539 0.31396
P -1.76330 1.04478 0.22285
C -1.14177 2.33739 1.35945
C -1.93817 3.07634 2.22457
C -1.36047 3.97398 3.11295
C 0.01390 4.14080 3.14476
C 0.81911 3.39268 2.29377
C 0.24408 2.48914 1.41995
C -1.49602 1.74488 -1.43848
C -2.04745 1.03253 -2.50406
C -1.88994 1.48386 -3.80041
C -1.17656 2.65309 -4.04482
C -0.63123 3.36376 -2.98922
C -0.78903 2.91137 -1.68517
H -6.53714 -0.34173 0.93928
H -7.40647 1.91678 0.43710
H -5.82919 3.72556 -0.20548
H -3.42089 3.26202 -0.29319
H -3.01212 2.95275 2.22838
H -1.99190 4.53772 3.78643
H 0.46043 4.83852 3.84082
H 1.89496 3.49861 2.32481
H 0.87814 1.87905 0.78517
H -2.59646 0.11622 -2.31453
H -2.31629 0.92635 -4.62312
H -1.04658 3.00646 -5.05898
H -0.07797 4.27424 -3.17780
H -0.36625 3.47920 -0.86629
```


6.
Entry from the Open Molecules 2025 dataset: a structure of composition C33H31BIrN3O4S2Se at a distorted geometry (the ωB97M-V functional and the def2-TZVPD basis).

Calculated values
- Total charge: -2
- HOMO-LUMO gap: 0.166 Ha
- LUMO level: 3.622 eV
- F_max: 3.50 eV/Å

```
76
C33H31BIrN3O4S2Se, DFT the ωB97M-V functional and the def2-TZVPD basis
Ir -1.09799 0.16389 0.12868
C 2.85981 1.91999 -0.49262
C 1.61871 1.13309 -0.83412
N 0.80341 0.79739 0.21348
N 1.36801 1.06269 1.38608
C 0.70871 1.08249 2.50408
S -0.99419 0.87179 2.70458
S 1.69631 1.35289 3.92778
C 2.39871 3.07289 3.55908
C 1.34541 4.08769 3.75258
C 0.33071 4.23039 2.80308
C -0.74399 5.06199 3.04148
C -0.81109 5.79609 4.21618
C 0.21981 5.70869 5.14138
C 1.28291 4.85549 4.91638
C 1.40131 0.77139 -2.18522
C 2.48881 0.69259 -3.08192
C 2.33361 0.31259 -4.39572
C 1.06821 -0.00431 -4.87892
C -0.03349 0.11819 -4.05912
C 0.07491 0.54149 -2.71912
O -0.97349 0.80149 -2.03102
H 2.64791 2.58139 0.34678
H 3.16581 2.52479 -1.34232
H 3.68411 1.26709 -0.19302
H 2.76031 2.99399 2.53678
H 3.22831 3.17529 4.25638
H 0.37591 3.65989 1.88928
H -1.53009 5.13119 2.30348
H -1.66389 6.43079 4.41498
H 0.18931 6.30349 6.04768
H 2.07531 4.77189 5.64918
H 3.48701 0.89859 -2.71932
H 3.19821 0.25549 -5.04762
H 0.94711 -0.34281 -5.90082
H -1.02679 -0.07361 -4.44172
Se -0.91759 3.54019 -1.38012
C -0.75559 5.31529 -0.73592
C -1.84419 6.18629 -0.81032
C -1.73999 7.49239 -0.38122
C -0.55149 7.95669 0.16478
C 0.53401 7.09769 0.25028
C 0.43981 5.79799 -0.20382
H -2.77759 5.81739 -1.21472
H -2.59529 8.15779 -0.46472
H -0.47189 8.97649 0.52308
H 1.46731 7.45029 0.67288
H 1.29511 5.14189 -0.14682
O -5.34569 0.13919 0.14128
C -4.17059 -0.00111 0.14448
N -3.01269 -0.21601 0.15128
C 0.44451 -8.50691 -1.23172
C -0.85409 -7.69521 -1.33682
C -2.00589 -8.48371 -0.69652
C -1.17629 -7.51851 -2.82282
C -0.68719 -6.36541 -0.61132
C -0.38329 -6.37131 0.74798
C -0.24179 -5.20991 1.49438
C -0.40819 -4.00611 0.84118
O -0.35759 -2.74261 1.29878
B -0.64669 -1.88791 0.21778
O -0.83579 -2.70251 -0.91792
C -0.70579 -3.98141 -0.52862
C -0.84829 -5.14281 -1.26192
H 0.33891 -9.45301 -1.76162
H 0.69651 -8.72071 -0.19732
H 1.26911 -7.95181 -1.67232
H -2.14909 -9.43361 -1.21162
H -2.92869 -7.91211 -0.75852
H -1.80839 -8.68991 0.35118
H -1.28249 -8.49551 -3.29462
H -0.37909 -6.98131 -3.33012
H -2.10769 -6.97431 -2.95482
H -0.26169 -7.31361 1.26558
H -0.02589 -5.25081 2.55098
H -1.09279 -5.06981 -2.30612
```